Formula: C3HCl3
Source: the Open Molecules 2025 dataset
Level of theory: ωB97M-V/def2-TZVPD

Properties
SMILES = C#CC(Cl)(Cl)Cl
2S+1 = 1
energy relative to the best compared isomer or geometry (same formula, charge and spin) = 10.25 kcal/mol
Kohn-Sham gap = 11.162 eV
calculated total energy = -40691.68970 eV
HOMO level = -10.80 eV

CARTESIAN COORDINATES (ANGSTROEM)
C1 -1.72072 -0.09978 -0.15219
C2 -0.57958 0.08783 0.13272
C3 0.83405 0.06774 0.15526
Cl1 1.28767 -1.49970 -0.57257
Cl2 1.41604 1.57469 -0.73175
Cl3 1.54171 0.13913 1.67644
H1 -2.77917 -0.26991 -0.50790